1.
The molecule C7H6BrNO2S. Source: OMol25; level of theory: ωB97M-V/def2-TZVPD.

Values from the calculation:
2S+1 = 1
highest occupied orbital energy = -9.42 eV
energy above the lowest of the compared OMol25 structures with the same formula, charge and spin = 0.0 kcal per mole

The geometry in XYZ format:
```
18
Properties=species:S:1:pos:R:3:lowdin_charge:R:1
Br -2.23 -2.83 -3.08 0.6117
S -1.86 0.45 1.76 0.9463
O -1.28 1.27 2.85 -0.4951
O -1.88 -1.06 2.30 -0.2826
N -0.86 -1.88 -2.23 -0.4156
C 2.12 0.55 -0.84 -0.0409
C 1.03 -0.24 -1.32 -0.0249
C -0.20 -0.22 -0.72 -0.2793
C -1.19 -0.99 -1.38 -0.2865
C -0.35 0.52 0.44 -0.1772
C 1.95 1.40 0.26 -0.0566
C 0.73 1.32 0.96 -0.0660
H -2.28 -0.73 -1.19 0.1310
H 0.65 1.67 1.93 0.0642
H 3.01 0.81 -1.33 0.0857
H -1.26 -1.19 2.99 0.0472
H 2.70 1.94 0.85 0.1106
H 1.20 -0.80 -2.27 0.1279
```



2.
A 8-piece molecular cluster, C24H58Br4N4 overall. Source: OMol25; level of theory: ωB97M-V/def2-TZVPD.

Values from the calculation:
2S+1 = 1
highest occupied orbital energy = -6.25 eV
energy above the lowest of the compared OMol25 structures with the same formula, charge and spin = 69.1 kcal per mole

The geometry in XYZ format:
```
90
Properties=species:S:1:pos:R:3:lowdin_charge:R:1
Br 2.23 -2.68 0.87 -0.4023
Br -2.91 -2.32 1.61 -0.4218
Br -0.31 1.08 -2.33 -0.3556
Br -1.91 -3.57 -3.10 -0.5426
N -0.47 -1.83 -0.64 0.1596
N -4.38 1.83 0.80 -0.2151
N 2.34 1.42 3.43 -0.2328
N 2.78 -2.75 -4.21 -0.2096
C 1.83 -2.56 -5.35 -0.1212
C -2.69 3.35 0.07 -0.1567
C 3.85 3.47 4.08 -0.2525
C 3.58 0.54 3.21 0.0309
C 2.32 -5.29 -3.83 -0.2152
C 1.17 0.54 3.92 -0.1027
C 1.67 -1.09 -5.54 -0.1588
C -3.06 2.60 1.29 -0.0669
C -4.05 0.66 -0.14 0.0064
C 2.12 -6.51 -2.92 -0.0992
C 2.68 -1.41 -3.46 -0.1187
C -5.14 1.40 2.04 -0.1241
C -7.05 -0.03 3.10 -0.1179
C 0.25 0.40 2.77 -0.1401
C 0.89 1.10 1.50 -0.1445
C 2.61 2.60 4.42 -0.0878
C -4.05 3.68 -0.63 -0.1716
C 4.20 -2.90 -4.79 0.0197
C -6.41 0.55 1.86 -0.2259
C 1.92 2.03 2.09 -0.1086
C -5.08 2.89 0.00 -0.1509
C 4.01 4.78 4.81 -0.0971
C 2.54 -0.38 -4.52 -0.1953
C 2.53 -3.88 -3.14 -0.0509
H -2.42 1.80 1.65 0.1188
H -0.69 0.92 2.96 0.0907
H 0.83 -2.92 -5.10 0.1108
H 1.19 0.39 0.72 0.0721
H -6.29 -0.39 1.32 0.1080
H 3.47 0.02 -4.94 0.1061
H -5.38 3.58 0.79 0.1302
H 1.19 -6.58 -2.35 0.0842
H 5.04 4.88 5.16 0.0816
H -2.15 4.26 0.33 0.1197
H 2.84 2.04 1.50 0.1303
H -8.04 -0.44 2.88 0.0817
H 1.85 -0.76 -6.56 0.1182
H -4.72 -0.20 -0.14 0.0792
H 0.44 -2.18 -0.37 -0.1356
H 4.94 -3.13 -4.02 0.1034
H 4.38 1.15 2.78 0.0980
H 4.06 3.68 3.03 0.1110
H -3.94 3.59 -1.71 0.1241
H 2.90 2.03 5.30 0.1300
H -0.11 -0.62 2.63 0.0916
H 3.57 -1.22 -2.85 0.1383
H 2.33 -7.40 -3.52 0.0710
H -0.47 -0.90 -1.03 -0.0999
H 0.22 1.79 1.00 0.0806
H 3.22 -0.25 2.55 0.0526
H 2.08 0.53 -4.12 0.0654
H -5.27 2.20 2.77 0.1315
H 1.69 -3.54 -2.53 0.1019
H -4.34 4.72 -0.52 0.1181
H -3.43 3.31 2.03 0.1309
H 2.14 -3.14 -6.21 0.1324
H 4.73 2.91 4.38 0.1027
H 1.65 3.11 4.50 0.1327
H -4.11 0.96 -1.19 0.1101
H -4.37 0.78 2.49 0.1137
H -1.13 -1.86 0.12 -0.0994
H 2.93 -6.60 -2.20 0.0685
H 3.40 4.78 5.72 0.0750
H 3.47 -3.89 -2.59 0.1182
H 1.50 -5.36 -4.54 0.1036
H -0.90 -2.39 -1.36 -0.1236
H 4.29 -3.78 -5.42 0.0909
H -6.48 -0.74 3.69 0.0835
H -7.20 1.18 1.45 0.1096
H 1.44 3.00 2.16 0.1352
H 0.66 -0.73 -5.35 0.1184
H -7.23 0.74 3.85 0.0670
H 1.83 -1.36 -2.78 0.1076
H 1.60 -0.42 4.21 0.1312
H -2.00 2.79 -0.56 0.0396
H -3.10 0.21 0.14 0.0386
H 3.64 5.57 4.16 0.0800
H 0.64 0.92 4.79 0.1317
H -5.91 2.64 -0.67 0.1535
H 4.46 -2.04 -5.41 0.1040
H 3.90 0.06 4.14 0.1107
H 3.19 -5.53 -4.44 0.0900
```



3.
A 2-piece molecular cluster, C5H13N2 overall. Source: OMol25; level of theory: ωB97M-V/def2-TZVPD.

Values from the calculation:
2S+1 = 1
highest occupied orbital energy = -11.69 eV
energy above the lowest of the compared OMol25 structures with the same formula, charge and spin = 147.9 kcal per mole
total charge = +1

The geometry in XYZ format:
```
20
Properties=species:S:1:pos:R:3:lowdin_charge:R:1
N -5.01 0.54 -0.40 -0.0073
N 2.67 0.69 -1.40 0.0645
C 0.72 -0.25 1.81 -0.0060
C 1.26 -0.20 0.22 -0.3025
C -0.18 0.32 0.72 -0.0305
C 2.35 0.74 0.01 0.0931
C 0.90 -1.54 -0.53 0.0114
H 0.45 -1.17 2.30 0.1088
H -0.06 1.39 0.76 0.0917
H 1.25 0.47 2.42 0.1077
H 0.38 -1.34 -1.39 0.0578
H 3.63 0.31 -1.60 0.1339
H 1.90 -1.92 -0.79 0.1025
H 2.64 1.57 -1.93 0.1189
H 0.35 -2.15 0.19 0.1062
H -4.80 1.41 -0.89 0.0031
H 3.20 0.99 0.69 0.1637
H -5.95 0.32 -0.11 0.0014
H -4.42 -0.29 -0.55 0.0059
H -1.30 0.10 0.47 0.1756
```



4.
A 2-piece molecular cluster, C15H22N5O9 overall. Source: OMol25; level of theory: ωB97M-V/def2-TZVPD.

Values from the calculation:
2S+1 = 1
highest occupied orbital energy = -12.45 eV
total charge = +1

The geometry in XYZ format:
```
51
Properties=species:S:1:pos:R:3:lowdin_charge:R:1
O 3.17 0.94 -6.68 0.0638
O -6.74 1.20 4.89 0.0650
O 4.21 -0.92 -7.41 0.0667
O 2.96 -0.61 -2.45 0.0206
O 4.48 1.03 -8.52 0.1687
O -6.88 1.77 2.66 0.0270
O 2.11 -0.90 3.42 0.0477
O -0.65 -2.60 -0.47 0.0660
O 0.88 2.48 1.93 0.0683
N 1.39 -0.53 0.79 -0.0440
N -0.82 -1.64 0.47 -0.1217
N -2.11 -1.55 0.92 0.1466
N -0.80 -0.02 1.99 0.1824
N 2.12 0.46 1.42 0.0292
C 1.98 2.59 -0.24 0.0119
C 2.17 -1.37 -0.21 -0.0241
C 0.08 -0.69 1.06 -0.1144
C -4.83 -0.43 2.17 -0.1749
C 2.64 -0.15 -5.94 -0.1442
C 4.00 0.41 -7.62 -0.5436
C -6.51 0.85 3.70 -0.3759
C -5.85 -0.57 3.42 -0.0797
C -3.39 0.05 2.76 -0.0806
C 3.10 1.30 3.77 0.0100
C 3.66 -1.22 -6.14 -0.1389
C 1.63 1.83 1.15 -0.3324
C -2.15 -0.51 1.91 -0.0946
C 1.97 -0.85 -1.71 -0.1600
C 2.37 0.18 2.84 -0.3332
H 2.58 3.53 0.06 0.1088
H 4.06 0.79 4.13 0.1074
H -3.26 -0.20 3.87 0.1344
H -6.60 -1.40 3.20 0.1362
H 4.46 -1.19 -5.39 0.1341
H -0.35 -3.40 0.05 0.1651
H 1.66 -0.42 -6.36 0.1346
H 1.85 -2.47 -0.08 0.1392
H -2.90 -2.15 0.60 0.1848
H -6.45 2.63 2.89 0.1272
H -4.76 -1.45 1.66 0.0973
H 3.22 -2.22 -6.13 0.1345
H 3.27 -1.35 0.14 0.1652
H -5.24 -0.93 4.33 0.1315
H 2.38 1.51 4.64 0.1100
H -3.37 1.20 2.63 0.1447
H 2.51 0.12 -4.89 0.1086
H 1.02 2.99 -0.73 0.1059
H 3.41 2.22 3.19 0.0835
H 2.57 1.92 -0.95 0.0700
H -5.17 0.35 1.39 0.1238
H 0.94 -0.64 -2.14 0.1416
```



5.
C37H35AsO4SV as an isolated structure. Source: OMol25; level of theory: ωB97M-V/def2-TZVPD.

Values from the calculation:
2S+1 = 1
highest occupied orbital energy (spin up / spin down) = -16.57 / -16.57 eV
energy above the lowest of the compared OMol25 structures with the same formula, charge and spin = 13.2 kcal per mole
total charge = +3

The geometry in XYZ format:
```
79
Properties=species:S:1:pos:R:3:lowdin_charge:R:1
As 1.72 -0.34 -0.70 1.4301
V -0.31 1.09 -0.84 0.7863
S -0.61 1.09 -3.05 0.8727
O -2.22 5.73 3.21 0.0062
O -1.04 2.10 0.42 -0.1179
O 1.02 2.33 -0.91 -0.2284
O -1.31 -0.38 -0.53 -0.2650
C 5.28 1.98 1.23 -0.0321
C -1.43 5.12 2.37 -0.2318
C -4.43 -4.07 1.07 -0.1674
C 2.49 -2.51 1.01 -0.0708
C -3.55 -3.23 1.79 0.0321
C -3.47 5.15 3.62 0.0035
C -2.14 -1.26 -0.99 -0.0999
C -5.23 -5.09 1.80 0.0016
C -2.79 -2.28 1.17 -0.1446
C 4.28 0.98 -0.72 -0.0793
C 0.41 4.02 0.56 -0.0795
C -3.80 -3.00 -1.01 -0.1500
C 5.33 1.66 -0.12 -0.0389
C -0.78 3.32 0.93 -0.2174
C 0.64 5.29 1.17 0.0364
C -3.97 -2.89 -2.50 -0.0135
C -0.24 5.82 2.04 0.0646
C -2.90 -2.15 -0.27 -0.0845
C 1.24 0.39 -4.84 -0.0819
C 4.18 1.62 2.00 -0.0434
C 2.90 -1.08 -3.17 -0.0854
C -4.53 -3.93 -0.32 0.0398
C 0.69 -3.00 -0.55 -0.1076
C 3.14 -1.06 -4.54 -0.0184
C 1.61 -2.11 0.01 -0.3578
C 0.65 -4.30 -0.09 -0.0416
C 1.82 -0.38 -2.63 -0.3514
C 2.56 4.13 -0.81 0.0439
C -1.69 3.86 1.81 0.0964
C 2.44 -3.82 1.46 -0.0311
C -1.88 -1.42 1.99 -0.0025
C 3.19 0.61 0.06 -0.3726
C 2.32 -0.30 -5.36 -0.0122
C 1.30 3.48 -0.37 -0.2560
C 0.96 0.35 -3.48 -0.5689
C 3.12 0.93 1.42 -0.1113
C 1.52 -4.71 0.91 -0.0221
H -2.21 -1.24 -2.09 0.1258
H -3.49 -3.35 2.86 0.1400
H -0.08 6.79 2.50 0.1472
H 1.54 5.84 0.91 0.1340
H -4.12 5.01 2.76 0.1095
H 4.14 1.87 3.05 0.1238
H 0.59 0.95 -5.50 0.1202
H -3.91 5.87 4.30 0.1122
H 2.27 0.64 2.02 0.1161
H -4.31 -1.89 -2.79 0.1049
H -0.84 -1.60 1.71 0.0839
H -4.71 -3.60 -2.84 0.0984
H 3.28 4.13 0.01 0.1133
H 0.04 -2.69 -1.36 0.1015
H 3.12 -4.15 2.23 0.1270
H -2.59 3.31 2.06 0.1318
H -4.57 -5.73 2.40 0.1129
H -5.83 -5.70 1.14 0.0970
H 1.49 -5.73 1.26 0.1271
H 3.97 -1.62 -4.95 0.1311
H 2.38 5.17 -1.10 0.1147
H -3.04 -3.10 -3.03 0.0999
H -0.05 -5.01 -0.53 0.1217
H -5.89 -4.59 2.51 0.1174
H 6.20 1.94 -0.71 0.1271
H 4.33 0.74 -1.77 0.1073
H 3.54 -1.66 -2.52 0.1252
H 2.98 3.59 -1.66 0.1015
H 6.11 2.51 1.69 0.1271
H -5.22 -4.58 -0.86 0.1381
H -2.09 -0.36 1.84 0.0885
H 2.52 -0.26 -6.43 0.1336
H -1.99 -1.65 3.05 0.0988
H 3.21 -1.82 1.43 0.1062
H -3.29 4.21 4.14 0.1070
```



6.
C31H42BrMnN3P2 as an isolated structure. Source: OMol25; level of theory: ωB97M-V/def2-TZVPD.

Values from the calculation:
2S+1 = 6
highest occupied orbital energy (spin up / spin down) = -12.97 / -13.10 eV
total charge = +2

The geometry in XYZ format:
```
80
Properties=species:S:1:pos:R:3:mulliken_spin:R:1
Br -0.54 2.66 1.83 0.0194
Mn -1.46 0.89 0.53 4.3158
P 3.23 3.03 -0.43 0.6596
P -2.12 0.56 -1.59 -0.0398
N -7.93 2.91 4.16 0.0010
N -3.43 1.28 1.60 0.0182
N 4.53 -8.42 2.06 0.0044
C -5.81 1.61 1.62 0.0022
C -2.70 2.18 -2.18 -0.0032
C 0.84 -2.70 1.43 0.0547
C -2.44 2.46 -3.66 0.0101
C 2.47 -7.25 2.38 0.0059
C 2.06 2.62 -1.77 0.0412
C 2.22 -4.90 1.55 0.0313
C 3.68 1.41 0.33 0.0684
C -4.55 2.07 3.58 0.0026
C 1.58 -3.88 1.44 -0.0272
C 5.04 -7.37 1.44 -0.0025
C -3.42 1.62 2.91 0.0239
C -0.44 0.19 -2.22 0.1254
C 1.53 -1.50 1.73 -0.0268
C -3.85 -0.67 -3.46 0.0025
C 2.25 3.96 0.78 0.0545
C -3.30 -0.74 -2.04 0.0094
C 5.09 0.98 -0.10 0.0159
C 2.27 3.57 -2.97 0.0193
C -5.77 2.07 2.93 0.0006
C -4.63 1.22 0.98 0.0177
C -0.54 -2.79 1.15 -0.0374
C 3.29 -8.38 2.52 -0.0024
C 0.79 -0.33 1.78 0.0883
C -6.97 2.53 3.61 -0.0013
C -1.29 -1.62 1.19 0.0609
C -0.58 -0.44 1.56 -0.5615
C -0.29 -1.13 -2.96 0.0204
C 3.06 4.91 1.68 0.0197
C 2.99 -6.11 1.72 -0.0007
C 4.31 -6.19 1.24 0.0065
H -4.48 2.39 4.62 0.0000
H -2.90 1.72 -4.31 -0.0005
H 5.12 0.62 -1.14 0.0000
H -2.81 -1.70 -1.85 -0.0001
H -4.46 0.23 -3.62 -0.0006
H 2.29 1.58 -2.08 -0.0062
H 0.76 -1.25 -3.26 0.0003
H 2.60 -1.51 1.96 -0.0039
H -4.13 -0.68 -1.31 0.0005
H 3.73 4.36 2.34 -0.0004
H 0.26 0.20 -1.36 -0.0780
H 3.66 5.63 1.10 -0.0024
H 5.45 0.16 0.54 0.0001
H 1.48 4.53 0.24 -0.0053
H 6.06 -7.46 1.08 0.0000
H -0.13 1.04 -2.86 0.0014
H 3.33 3.80 -3.11 -0.0034
H 1.74 3.22 1.41 0.0523
H 1.02 2.67 -1.39 0.0561
H 1.74 4.52 -2.84 -0.0035
H -4.65 0.83 -0.04 0.0029
H -2.36 -1.63 0.97 -0.0069
H -4.50 -1.54 -3.63 0.0001
H -6.77 1.55 1.09 0.0001
H 2.92 -9.27 3.03 0.0000
H -1.36 2.50 -3.88 0.0002
H -2.86 3.44 -3.91 -0.0008
H -3.06 -0.69 -4.22 0.0006
H -2.46 1.57 3.41 -0.0006
H -2.24 2.96 -1.55 -0.0070
H 2.37 5.49 2.31 0.0004
H -0.91 -1.18 -3.86 0.0002
H 5.81 1.81 -0.01 -0.0033
H 1.91 3.11 -3.90 0.0041
H -0.54 -1.99 -2.32 -0.0025
H 3.64 1.54 1.43 -0.0037
H -3.78 2.22 -1.96 0.0097
H 1.46 -7.28 2.79 0.0002
H 1.25 0.65 2.02 -0.0210
H 2.92 0.66 0.04 0.0270
H 4.79 -5.36 0.72 0.0003
H -1.01 -3.76 0.94 -0.0035
```



7.
C47H36N6PtSb as an isolated structure. Source: OMol25; level of theory: ωB97M-V/def2-TZVPD.

Values from the calculation:
2S+1 = 3
highest occupied orbital energy (spin up / spin down) = -7.79 / -10.06 eV
energy above the lowest of the compared OMol25 structures with the same formula, charge and spin = 0.0 kcal per mole
total charge = +1

The geometry in XYZ format:
```
91
Properties=species:S:1:pos:R:3:mulliken_spin:R:1
Pt -0.11 0.39 -1.79 0.0336
Sb -0.43 0.03 1.42 -0.0079
N 0.09 -1.66 -2.03 -0.0089
N 6.11 -2.70 -2.61 0.0000
N 1.87 0.89 -1.82 -0.0014
N -2.12 0.43 -1.77 0.2077
N 3.84 -3.33 -2.28 0.0001
N -0.34 2.35 -1.82 0.2475
C -1.80 2.76 1.49 -0.0083
C -0.42 -3.58 -3.35 -0.0050
C -3.03 -0.61 -1.68 0.1671
C -2.10 4.14 -1.80 0.2285
C -4.87 0.92 -1.90 0.4138
C 4.16 -3.91 -1.12 -0.0001
C 2.23 0.21 4.90 0.0007
C -2.58 1.73 -1.85 0.0639
C 2.32 5.01 -1.78 -0.0448
C -2.84 3.69 1.52 -0.0054
C -0.15 1.46 4.20 -0.0025
C -1.47 -1.68 2.20 0.0017
C 1.04 4.43 -1.92 0.1407
C -3.97 2.00 -1.92 -0.0543
C -2.13 -4.00 2.04 -0.0025
C 0.85 3.07 -1.81 -0.1204
C 1.80 -4.60 -0.49 0.0003
C -4.16 3.24 1.56 0.0033
C -3.39 0.96 1.53 -0.0019
C 2.93 0.12 -1.84 0.0035
C -4.37 3.35 -1.97 0.3234
C -0.52 -2.22 -3.09 0.0046
C 4.23 0.62 -1.70 -0.0139
C -2.07 1.39 1.51 -0.0152
C 3.12 -4.61 -0.33 -0.0002
C -2.14 -1.59 3.42 -0.0006
C 3.43 4.24 -1.59 0.1096
C -4.37 -0.39 -1.76 -0.0295
C -4.43 1.88 1.55 -0.0014
C 1.63 1.10 5.78 -0.0002
C 0.83 -2.44 -1.24 -0.0010
C -2.80 -2.70 3.94 0.0007
C -1.47 -2.89 1.52 0.0127
C 1.00 -3.80 -1.45 -0.0021
C 1.64 -0.05 3.67 0.0007
C -3.44 4.40 -1.88 0.0062
C 0.44 1.72 5.43 0.0001
C -2.80 -3.90 3.25 -0.0002
C 4.42 1.97 -1.57 0.0096
C 3.31 2.83 -1.61 -0.0351
C 2.03 2.25 -1.73 0.0424
C -1.63 2.78 -1.83 0.1786
C 0.44 0.57 3.31 0.0088
C 6.42 -3.28 -1.45 0.0001
C 5.47 -3.91 -0.66 -0.0001
C 4.83 -2.76 -2.96 -0.0001
C 0.34 -4.38 -2.52 0.0011
H 3.16 -0.29 5.17 0.0001
H -1.09 -1.57 -3.73 0.0018
H 5.74 -4.38 0.27 0.0000
H 5.41 2.39 -1.46 0.0001
H -1.08 1.96 3.95 0.0011
H 2.76 -0.93 -1.98 0.0085
H 4.41 4.69 -1.47 0.0033
H -0.02 2.42 6.12 0.0002
H -2.64 -1.60 -1.53 0.0647
H 3.52 -5.24 0.46 0.0000
H -1.43 4.97 -1.66 0.0289
H -5.46 1.53 1.57 0.0094
H 0.43 -5.44 -2.70 0.0001
H -5.93 1.12 -1.97 0.0150
H 4.56 -2.30 -3.91 -0.0001
H -3.32 -2.62 4.88 0.0000
H -4.97 3.96 1.58 0.0102
H 1.21 -5.24 0.17 0.0001
H -0.93 -3.99 -4.21 -0.0003
H -2.14 -0.66 3.97 -0.0002
H 5.07 -0.06 -1.72 0.0000
H -2.12 -4.94 1.50 0.0002
H -5.43 3.57 -2.06 -0.0136
H 0.21 5.08 -2.15 0.0054
H -3.32 -4.76 3.65 0.0000
H 1.27 -1.96 -0.37 0.0023
H 2.09 1.30 6.74 0.0000
H 7.46 -3.24 -1.15 0.0000
H 2.11 -0.75 2.98 -0.0017
H -3.78 5.43 -1.86 0.0052
H -0.96 -2.98 0.56 -0.0054
H -0.78 3.12 1.47 0.0053
H 2.42 6.08 -1.84 -0.0013
H -3.62 -0.10 1.53 0.0080
H -2.63 4.75 1.52 0.0039
H -5.04 -1.24 -1.68 0.0004
```



What is the 2S+1 in the fourth record?
1



The highest 2S+1 belongs to which entry?
C31H42BrMnN3P2



What did the third record say?
A 2-piece molecular cluster, C5H13N2 overall. Source: OMol25; level of theory: ωB97M-V/def2-TZVPD.

Values from the calculation:
2S+1 = 1
highest occupied orbital energy = -11.69 eV
energy above the lowest of the compared OMol25 structures with the same formula, charge and spin = 147.9 kcal per mole
total charge = +1

The geometry in XYZ format:
```
20
Properties=species:S:1:pos:R:3:lowdin_charge:R:1
N -5.01 0.54 -0.40 -0.0073
N 2.67 0.69 -1.40 0.0645
C 0.72 -0.25 1.81 -0.0060
C 1.26 -0.20 0.22 -0.3025
C -0.18 0.32 0.72 -0.0305
C 2.35 0.74 0.01 0.0931
C 0.90 -1.54 -0.53 0.0114
H 0.45 -1.17 2.30 0.1088
H -0.06 1.39 0.76 0.0917
H 1.25 0.47 2.42 0.1077
H 0.38 -1.34 -1.39 0.0578
H 3.63 0.31 -1.60 0.1339
H 1.90 -1.92 -0.79 0.1025
H 2.64 1.57 -1.93 0.1189
H 0.35 -2.15 0.19 0.1062
H -4.80 1.41 -0.89 0.0031
H 3.20 0.99 0.69 0.1637
H -5.95 0.32 -0.11 0.0014
H -4.42 -0.29 -0.55 0.0059
H -1.30 0.10 0.47 0.1756
```